1.
The following is a DFT calculation (ωB97M-V/def2-TZVPD) of an isolated ion of composition C19H14ClF3N and charge +1 at a distorted geometry.

Geometry (Å):
F: 5.151 2.622 0.552
C: 4.943 1.399 1.136
F: 5.885 0.549 0.636
F: 5.208 1.546 2.472
C: 3.545 0.903 0.903
C: 3.311 -0.368 0.380
C: 1.993 -0.803 0.234
C: 0.911 0.007 0.601
C: -0.513 -0.536 0.501
C: -1.654 0.479 0.553
C: -2.881 0.065 1.068
C: -3.944 0.966 1.178
C: -3.764 2.306 0.805
C: -2.557 2.709 0.229
C: -1.519 1.778 0.052
C: 1.190 1.240 1.191
C: 2.489 1.726 1.274
H: 4.134 -1.012 0.077
H: 1.834 -1.801 -0.185
H: -0.647 -1.168 1.393
H: -2.991 -0.967 1.410
H: -4.902 0.613 1.556
H: -4.568 3.027 0.948
H: -2.410 3.748 -0.084
H: -0.589 2.083 -0.439
H: 0.378 1.860 1.565
H: 2.656 2.739 1.635
Cl: -1.387 -4.054 -4.192
C: -1.160 -3.004 -2.857
C: -0.365 -1.862 -2.985
C: -0.149 -1.061 -1.876
N: -0.673 -1.391 -0.660
C: -1.473 -2.484 -0.542
C: -1.753 -3.293 -1.624
H: 0.084 -1.591 -3.936
H: 0.463 -0.156 -1.934
H: -1.860 -2.678 0.459
H: -2.417 -4.136 -1.496

Calculated values
SMILES: FC(F)(F)c1ccc([C@@H](c2ccccc2)[n+]2ccc(Cl)cc2)cc1
Energy in eV: -42089.47444
Net charge: +1
ΔE to the lowest compared entry with this formula, charge and spin in kcal/mol: 0.00

Let us look at the natural (NBO) charges, expressed in e, one per atom: number 1, F, carries -0.320; number 2, C, carries 0.976; number 3, F, carries -0.318; number 4, F, carries -0.316; number 5, C, carries -0.127; number 6, C, carries -0.187; number 7, C, carries -0.159; number 8, C, carries -0.076; number 9, C, carries -0.097; number 10, C, carries 0.012; number 11, C, carries -0.239; number 12, C, carries -0.177; number 13, C, carries -0.187; number 14, C, carries -0.193; number 15, C, carries -0.240; number 16, C, carries -0.190; number 17, C, carries -0.160; number 18, H, carries 0.251; number 19, H, carries 0.205; number 20, H, carries 0.242; number 21, H, carries 0.205; number 22, H, carries 0.232; number 23, H, carries 0.236; number 24, H, carries 0.235; number 25, H, carries 0.227; number 26, H, carries 0.239; number 27, H, carries 0.249; number 28, Cl, carries 0.131; number 29, C, carries 0.048; number 30, C, carries -0.251; number 31, C, carries 0.113; number 32, N, carries -0.279; number 33, C, carries 0.107; number 34, C, carries -0.240; number 35, H, carries 0.272; number 36, H, carries 0.264; number 37, H, carries 0.246; number 38, H, carries 0.270

***

2.
The following is a DFT calculation (ωB97M-V/def2-TZVPD) of one molecule with the formula C19H14ClN3O5 at a distorted geometry.

Geometry (Å):
O: 4.680 1.936 1.497
C: 3.867 1.397 0.789
N: 2.583 1.861 0.608
N: 2.168 2.985 1.201
C: 0.982 3.426 1.048
C: -0.116 2.903 0.272
C: -1.378 3.425 0.112
C: -2.071 2.556 -0.758
C: -1.198 1.556 -1.074
O: -0.012 1.752 -0.457
C: -1.333 0.354 -1.957
O: -2.672 0.065 -2.285
C: -3.526 -0.349 -1.322
C: -4.840 -0.580 -1.748
C: -5.797 -1.009 -0.861
C: -5.449 -1.215 0.473
C: -4.150 -0.990 0.907
C: -3.189 -0.558 0.016
H: -2.187 -0.384 0.373
H: -3.907 -1.157 1.946
N: -6.444 -1.661 1.406
O: -6.104 -1.819 2.561
O: -7.566 -1.855 0.986
H: -6.813 -1.191 -1.174
H: -5.076 -0.413 -2.787
H: -0.849 0.541 -2.924
H: -0.838 -0.511 -1.491
H: -3.079 2.655 -1.102
H: -1.757 4.319 0.560
H: 0.766 4.342 1.578
H: 1.938 1.316 0.039
C: 4.147 0.136 0.033
C: 3.559 -0.170 -1.192
C: 3.887 -1.349 -1.839
C: 4.793 -2.233 -1.280
C: 5.389 -1.917 -0.067
C: 5.078 -0.737 0.586
H: 5.547 -0.477 1.523
Cl: 6.532 -3.004 0.631
H: 5.046 -3.154 -1.781
H: 3.436 -1.583 -2.792
H: 2.874 0.518 -1.665

Calculated values
SMILES: O=C(N/N=C\c1ccc(COc2ccc([N+](=O)[O-])cc2)o1)c1cccc(Cl)c1
Energy in eV: -47156.40772
ΔE to the lowest compared entry with this formula, charge and spin in kcal/mol: 3.78

Let us look at the natural (NBO) charges, expressed in e, one per atom: number 1, O, carries -0.552; number 2, C, carries 0.639; number 3, N, carries -0.462; number 4, N, carries -0.178; number 5, C, carries -0.009; number 6, C, carries 0.188; number 7, C, carries -0.254; number 8, C, carries -0.293; number 9, C, carries 0.257; number 10, O, carries -0.427; number 11, C, carries -0.110; number 12, O, carries -0.489; number 13, C, carries 0.411; number 14, C, carries -0.284; number 15, C, carries -0.158; number 16, C, carries -0.018; number 17, C, carries -0.142; number 18, C, carries -0.330; number 19, H, carries 0.228; number 20, H, carries 0.251; number 21, N, carries 0.530; number 22, O, carries -0.382; number 23, O, carries -0.381; number 24, H, carries 0.253; number 25, H, carries 0.233; number 26, H, carries 0.221; number 27, H, carries 0.197; number 28, H, carries 0.241; number 29, H, carries 0.238; number 30, H, carries 0.210; number 31, H, carries 0.390; number 32, C, carries -0.065; number 33, C, carries -0.222; number 34, C, carries -0.201; number 35, C, carries -0.221; number 36, C, carries -0.026; number 37, C, carries -0.216; number 38, H, carries 0.252; number 39, Cl, carries 0.019; number 40, H, carries 0.231; number 41, H, carries 0.219; number 42, H, carries 0.210

***

3.
The following is a DFT calculation (ωB97M-V/def2-TZVPD) of one molecule with the formula C19H15BrClNO3 at a distorted geometry.

Geometry (Å):
O: 0.007 -2.168 -3.192
O: 3.474 -0.758 -0.741
Cl: -4.033 -5.642 -1.680
Br: -2.797 -2.433 2.684
O: -0.729 -1.334 0.667
C: -0.210 -1.924 -2.045
C: 3.017 -0.159 -1.716
C: 0.633 -0.837 -1.319
C: 0.280 -0.669 0.001
C: -1.075 4.617 1.429
C: -1.936 3.545 1.484
C: 0.356 4.451 1.517
C: -3.179 -4.036 0.198
C: -1.992 -3.770 -1.877
C: -1.435 2.279 1.780
C: 0.751 3.131 1.855
C: -3.011 -4.401 -1.129
C: -2.465 -2.985 0.859
C: -1.445 -2.355 0.091
C: -1.205 -2.687 -1.252
C: -0.073 2.043 2.014
N: 1.665 -0.139 -1.978
C: 4.035 0.587 -2.625
C: 1.152 0.183 0.897
C: 0.537 0.685 2.286
H: -1.356 5.626 1.071
H: -2.986 3.795 1.399
H: 1.118 5.267 1.459
H: -4.031 -4.438 0.833
H: -1.911 -3.921 -2.950
H: -2.110 1.524 2.005
H: 1.820 3.022 2.077
H: 1.367 0.073 -2.894
H: 3.855 1.670 -2.721
H: 4.031 0.228 -3.638
H: 5.063 0.522 -2.083
H: 1.986 -0.493 1.259
H: 1.595 1.049 0.357
H: -0.128 -0.025 2.646
H: 1.365 0.878 2.974

Calculated values
SMILES: CC(=O)Nc1c(CCc2ccccc2)oc2c(Br)cc(Cl)cc2c1=O
Energy in eV: -110142.86238
ΔE to the lowest compared entry with this formula, charge and spin in kcal/mol: 30.78

Let us look at the natural (NBO) charges, expressed in e, one per atom: number 1, O, carries -0.563; number 2, O, carries -0.612; number 3, Cl, carries 0.052; number 4, Br, carries 0.095; number 5, O, carries -0.455; number 6, C, carries 0.525; number 7, C, carries 0.684; number 8, C, carries -0.017; number 9, C, carries 0.390; number 10, C, carries -0.216; number 11, C, carries -0.225; number 12, C, carries -0.208; number 13, C, carries -0.218; number 14, C, carries -0.147; number 15, C, carries -0.199; number 16, C, carries -0.216; number 17, C, carries -0.084; number 18, C, carries -0.094; number 19, C, carries 0.293; number 20, C, carries -0.186; number 21, C, carries -0.029; number 22, N, carries -0.623; number 23, C, carries -0.713; number 24, C, carries -0.460; number 25, C, carries -0.406; number 26, H, carries 0.210; number 27, H, carries 0.219; number 28, H, carries 0.224; number 29, H, carries 0.246; number 30, H, carries 0.254; number 31, H, carries 0.205; number 32, H, carries 0.198; number 33, H, carries 0.409; number 34, H, carries 0.229; number 35, H, carries 0.232; number 36, H, carries 0.254; number 37, H, carries 0.262; number 38, H, carries 0.243; number 39, H, carries 0.226; number 40, H, carries 0.218